Entry 1:
76
Properties=species:S:1:pos:R:3 method="wB97M-V/def2-TZVPD" total_charge=-2 orbital_gap_ev=6.33 homo_energy_ev=-2.34 e_lumo_ev=3.99 largest_force_ev_per_a=1.3
Mg -0.412 -0.474 -0.246
O 1.474 -0.248 -3.835
C 1.071 -0.459 -2.689
O -0.132 -0.545 -2.267
C 2.118 -0.659 -1.585
C 3.418 -1.105 -1.753
C 4.178 -1.315 -0.611
C 3.654 -1.051 0.656
C 2.357 -0.587 0.735
N 1.640 -0.402 -0.373
C 1.575 -0.217 2.006
O 2.228 0.006 3.035
O 0.316 -0.159 1.830
H 3.783 -1.338 -2.744
H 5.182 -1.712 -0.703
H 4.225 -1.213 1.560
C -1.104 3.432 2.964
C -0.275 4.428 2.149
C -0.213 4.049 0.670
S 0.569 2.411 0.463
O -0.376 1.652 -0.423
C 1.915 2.956 -0.633
C 3.029 3.678 0.116
C 3.832 2.749 1.030
H -1.180 3.746 4.007
H -0.657 2.433 2.942
H -2.114 3.346 2.553
H 0.743 4.475 2.553
H -0.698 5.433 2.238
H 0.319 4.790 0.072
H -1.212 3.895 0.257
H 1.449 3.565 -1.412
H 2.284 2.038 -1.094
H 2.607 4.503 0.703
H 3.694 4.134 -0.621
H 3.214 2.306 1.814
H 4.656 3.287 1.506
H 4.254 1.921 0.454
C -3.882 -0.957 -1.715
C -3.479 -0.230 -0.417
O -2.252 -0.561 -0.013
C -4.496 -0.637 0.692
F -4.339 -1.936 0.995
F -4.344 0.051 1.837
F -5.798 -0.495 0.332
C -3.624 1.300 -0.683
F -4.905 1.672 -0.972
F -2.885 1.668 -1.732
F -3.249 2.062 0.360
H -3.956 -2.024 -1.504
H -3.068 -0.801 -2.424
H -4.825 -0.596 -2.129
N -3.001 -4.571 -6.269
C -1.924 -4.583 -5.358
C -1.429 -3.388 -4.841
C -0.361 -3.387 -3.962
C 0.228 -4.593 -3.596
C -0.256 -5.789 -4.104
C -1.326 -5.785 -4.989
S 1.577 -4.604 -2.431
O 2.765 -4.199 -3.146
O 1.590 -5.943 -1.862
N 1.179 -3.466 -1.431
C 0.295 -3.613 -0.430
S -0.222 -5.172 0.275
C -1.188 -4.318 1.431
C -1.080 -2.993 1.234
N -0.267 -2.587 0.189
H -3.573 -3.745 -6.193
H -3.564 -5.405 -6.237
H -1.902 -2.450 -5.115
H -0.004 -2.455 -3.537
H 0.202 -6.716 -3.784
H -1.715 -6.720 -5.382
H -1.778 -4.844 2.165
H -1.575 -2.220 1.805



Entry 2:
13
Properties=species:S:1:pos:R:3 method="wB97M-V/def2-TZVPD" total_charge=+1 orbital_gap_ev="6.11 / 10.78" homo_energy_ev="-11.75 / -14.56" e_lumo_ev="-5.64 / -3.78" largest_force_ev_per_a=4.5
C -0.001 0.263 -0.417
C 0.381 -2.905 -2.034
C -0.537 0.998 2.032
N -0.151 0.007 0.887
N 0.292 1.305 -1.190
O -0.188 -2.047 -1.495
Cl 1.865 -3.456 -2.354
H -0.205 1.949 1.861
H -1.642 1.066 2.014
H -0.121 0.454 2.917
H -0.346 -0.996 1.039
H 0.621 1.121 -2.099
H 0.033 2.241 -1.160



Entry 3:
84
Properties=species:S:1:pos:R:3 method="wB97M-V/def2-TZVPD" total_charge=+1 orbital_gap_ev=6.27 homo_energy_ev=-9.76 e_lumo_ev=-3.49 largest_force_ev_per_a=0.8
Pb 0.199 0.302 -0.148
C 1.978 1.764 -2.879
N 2.021 1.663 -1.423
C 2.140 3.003 -0.853
C 3.154 0.827 -1.004
C 3.013 -0.640 -1.400
N 1.722 -1.214 -1.029
C 1.512 -2.527 -1.266
C 0.252 -3.082 -0.948
F -0.695 -2.244 -0.426
C -0.071 -4.411 -1.116
F -1.294 -4.827 -0.752
C 0.834 -5.311 -1.645
C 2.072 -4.805 -1.994
F 2.987 -5.628 -2.519
C 2.412 -3.476 -1.815
F 3.665 -3.125 -2.194
H 2.894 2.232 -3.261
H 1.124 2.366 -3.188
H 1.885 0.775 -3.315
H 3.032 3.522 -1.225
H 2.194 2.943 0.233
H 1.264 3.592 -1.128
H 3.228 0.900 0.081
H 4.087 1.202 -1.448
H 3.830 -1.171 -0.902
H 3.173 -0.748 -2.480
H 0.595 -6.353 -1.774
C -1.507 -1.789 3.932
C -0.773 -1.438 2.803
N -1.259 -0.595 1.909
C -2.488 -0.104 2.098
C -3.213 -0.474 3.234
N -2.715 -1.292 4.145
C -3.040 0.758 1.034
C -4.139 1.588 1.223
C -4.658 2.304 0.142
C -4.065 2.092 -1.106
C -2.948 1.270 -1.205
N -2.435 0.657 -0.143
C -2.278 0.927 -2.476
C -2.805 1.206 -3.738
N -2.214 0.802 -4.849
C -1.125 0.059 -4.735
C -0.593 -0.247 -3.485
N -1.139 0.229 -2.379
C -5.791 3.235 0.315
C -6.121 4.169 -0.668
C -7.191 5.026 -0.458
N -7.922 5.023 0.644
C -7.617 4.143 1.582
C -6.579 3.231 1.468
H -1.127 -2.473 4.677
H 0.217 -1.828 2.613
H -4.218 -0.120 3.420
H -4.568 1.688 2.207
H -4.465 2.555 -1.993
H -3.725 1.757 -3.874
H -0.673 -0.284 -5.655
H 0.278 -0.875 -3.359
H -5.555 4.254 -1.584
H -7.475 5.749 -1.212
H -8.238 4.165 2.468
H -6.420 2.526 2.268
C 3.937 -0.264 2.583
N 3.221 0.591 3.511
C 4.089 1.319 4.421
C 1.992 1.060 3.138
O 1.620 1.030 1.954
N 1.188 1.532 4.125
C 1.307 1.170 5.522
C -0.049 2.200 3.783
H 4.537 -0.969 3.159
H 4.602 0.308 1.929
H 3.226 -0.813 1.971
H 4.942 1.713 3.862
H 4.470 0.663 5.206
H 3.564 2.155 4.873
H 2.087 0.428 5.663
H 0.359 0.742 5.859
H 1.519 2.044 6.143
H -0.059 2.419 2.718
H -0.132 3.130 4.350
H -0.909 1.569 4.030



Please write out number 1 again, unchanged.
76
Properties=species:S:1:pos:R:3 method="wB97M-V/def2-TZVPD" total_charge=-2 orbital_gap_ev=6.33 homo_energy_ev=-2.34 e_lumo_ev=3.99 largest_force_ev_per_a=1.3
Mg -0.412 -0.474 -0.246
O 1.474 -0.248 -3.835
C 1.071 -0.459 -2.689
O -0.132 -0.545 -2.267
C 2.118 -0.659 -1.585
C 3.418 -1.105 -1.753
C 4.178 -1.315 -0.611
C 3.654 -1.051 0.656
C 2.357 -0.587 0.735
N 1.640 -0.402 -0.373
C 1.575 -0.217 2.006
O 2.228 0.006 3.035
O 0.316 -0.159 1.830
H 3.783 -1.338 -2.744
H 5.182 -1.712 -0.703
H 4.225 -1.213 1.560
C -1.104 3.432 2.964
C -0.275 4.428 2.149
C -0.213 4.049 0.670
S 0.569 2.411 0.463
O -0.376 1.652 -0.423
C 1.915 2.956 -0.633
C 3.029 3.678 0.116
C 3.832 2.749 1.030
H -1.180 3.746 4.007
H -0.657 2.433 2.942
H -2.114 3.346 2.553
H 0.743 4.475 2.553
H -0.698 5.433 2.238
H 0.319 4.790 0.072
H -1.212 3.895 0.257
H 1.449 3.565 -1.412
H 2.284 2.038 -1.094
H 2.607 4.503 0.703
H 3.694 4.134 -0.621
H 3.214 2.306 1.814
H 4.656 3.287 1.506
H 4.254 1.921 0.454
C -3.882 -0.957 -1.715
C -3.479 -0.230 -0.417
O -2.252 -0.561 -0.013
C -4.496 -0.637 0.692
F -4.339 -1.936 0.995
F -4.344 0.051 1.837
F -5.798 -0.495 0.332
C -3.624 1.300 -0.683
F -4.905 1.672 -0.972
F -2.885 1.668 -1.732
F -3.249 2.062 0.360
H -3.956 -2.024 -1.504
H -3.068 -0.801 -2.424
H -4.825 -0.596 -2.129
N -3.001 -4.571 -6.269
C -1.924 -4.583 -5.358
C -1.429 -3.388 -4.841
C -0.361 -3.387 -3.962
C 0.228 -4.593 -3.596
C -0.256 -5.789 -4.104
C -1.326 -5.785 -4.989
S 1.577 -4.604 -2.431
O 2.765 -4.199 -3.146
O 1.590 -5.943 -1.862
N 1.179 -3.466 -1.431
C 0.295 -3.613 -0.430
S -0.222 -5.172 0.275
C -1.188 -4.318 1.431
C -1.080 -2.993 1.234
N -0.267 -2.587 0.189
H -3.573 -3.745 -6.193
H -3.564 -5.405 -6.237
H -1.902 -2.450 -5.115
H -0.004 -2.455 -3.537
H 0.202 -6.716 -3.784
H -1.715 -6.720 -5.382
H -1.778 -4.844 2.165
H -1.575 -2.220 1.805